{"formula": "C46H43AsGaGeN3O4S", "method": "ωB97M-V/def2-TZVPD", "species": ["Ga", "O", "C", "O", "C", "C", "C", "N", "C", "C", "C", "C", "C", "C", "C", "N", "C", "C", "C", "C", "C", "N", "H", "H", "H", "H", "H", "H", "H", "H", "H", "H", "C", "C", "C", "C", "C", "C", "H", "H", "H", "H", "H", "C", "As", "C", "C", "S", "H", "H", "H", "H", "H", "H", "H", "H", "H", "O", "C", "O", "C", "C", "Ge", "C", "C", "C", "C", "C", "C", "C", "C", "C", "C", "C", "C", "C", "C", "C", "C", "C", "C", "H", "H", "H", "H", "H", "H", "H", "H", "H", "H", "H", "H", "H", "H", "H", "H", "H", "H", "H"], "xyz": [[-1.807731, 0.945514, 0.963448], [-1.917775, 1.683042, -5.819294], [-2.778283, 1.054950, -5.186643], [-3.697587, 0.298073, -5.536680], [-2.667068, 1.221836, -3.642405], [-1.636279, 1.967083, -3.084691], [-1.517240, 2.014234, -1.711750], [-2.364735, 1.340416, -0.926344], [-3.417673, 0.695794, -1.438397], [-3.596353, 0.616803, -2.803606], [-4.354996, 0.177157, -0.411645], [-5.485274, -0.564914, -0.709310], [-6.307594, -0.957721, 0.334360], [-5.978866, -0.602198, 1.632387], [-4.821144, 0.127842, 1.844401], [-4.038099, 0.511255, 0.843954], [-0.547873, 2.838357, -0.953324], [0.270196, 3.786629, -1.537214], [1.072573, 4.561524, -0.714288], [1.031815, 4.369244, 0.655368], [0.182999, 3.399679, 1.164517], [-0.587578, 2.661534, 0.373392], [-0.955599, 2.466628, -3.760464], [-4.423493, 0.098989, -3.269893], [-5.713676, -0.833980, -1.730151], [-7.197139, -1.539589, 0.133169], [-6.598678, -0.889364, 2.469534], [-4.492117, 0.417053, 2.835224], [0.274915, 3.917157, -2.608643], [1.722969, 5.311552, -1.145033], [1.633212, 4.959673, 1.331913], [0.097674, 3.213330, 2.228483], [0.333364, -2.431548, 4.521165], [1.067209, -1.352813, 4.046524], [0.419875, -0.197975, 3.631363], [-0.969316, -0.111887, 3.682165], [-1.699999, -1.195975, 4.157930], [-1.051317, -2.349342, 4.575131], [0.838476, -3.331562, 4.847018], [2.147617, -1.408183, 3.999429], [0.988848, 0.639558, 3.246302], [-2.779892, -1.134537, 4.192417], [-1.631780, -3.186353, 4.941183], [2.440625, 2.798568, 5.494656], [0.831568, 3.832179, 5.048648], [-0.387015, 2.881176, 6.250585], [1.206956, 5.356775, 6.224100], [-1.792337, 1.394314, 3.183491], [2.541559, 2.689167, 6.574939], [3.323121, 3.303406, 5.102218], [2.378779, 1.808617, 5.042847], [0.023766, 2.850328, 7.260250], [-0.529900, 1.864461, 5.885166], [-1.355492, 3.379382, 6.265555], [1.486970, 5.018257, 7.221934], [0.322820, 5.989454, 6.294633], [2.019576, 5.948862, 5.804243], [-0.036224, -0.042985, 0.556153], [-0.643522, -1.149738, 0.660858], [-1.897494, -1.100673, 0.845541], [0.074188, -2.459663, 0.628760], [1.524319, -2.368849, 0.170056], [1.721800, -1.999043, -1.755189], [0.166122, -2.679883, -2.713112], [-0.902826, -1.853823, -3.062075], [-1.989771, -2.350927, -3.769348], [-2.034162, -3.697907, -4.103881], [-0.993976, -4.540270, -3.739162], [0.102216, -4.030507, -3.056386], [3.296701, -2.977066, -2.380644], [4.287310, -3.417305, -1.505676], [5.421763, -4.065991, -1.977531], [5.579250, -4.284947, -3.337668], [4.601337, -3.852325, -4.223486], [3.472333, -3.203154, -3.746312], [2.017522, -0.123872, -2.225362], [2.743144, 0.718109, -1.380219], [3.169707, 1.964944, -1.810416], [2.857742, 2.401496, -3.092455], [2.105895, 1.594844, -3.933036], [1.698377, 0.336251, -3.502637], [-0.515348, -3.133158, 0.002606], [0.000540, -2.847658, 1.650961], [2.007208, -3.333805, 0.338031], [2.062155, -1.629422, 0.766069], [-0.872680, -0.798304, -2.810124], [-2.784724, -1.692811, -4.100421], [-2.877030, -4.082468, -4.663776], [-1.024996, -5.590088, -4.002820], [0.925703, -4.691364, -2.806397], [4.184591, -3.254721, -0.438112], [6.181990, -4.400231, -1.282654], [6.461503, -4.791368, -3.707766], [4.718802, -4.020613, -5.286493], [2.714768, -2.873355, -4.449660], [2.992622, 0.392512, -0.375869], [3.748249, 2.596332, -1.146570], [3.199305, 3.371577, -3.434376], [1.844405, 1.929860, -4.929435], [1.133608, -0.289542, -4.184233]], "forces_ev_per_angstrom": [[-0.03, 0.12, 0.08], [0.00, 0.00, 0.01], [0.06, 0.01, 0.01], [-0.02, -0.03, 0.02], [-0.05, -0.01, -0.02], [0.02, 0.00, -0.03], [-0.03, -0.01, 0.04], [0.05, -0.09, -0.06], [-0.03, 0.00, -0.02], [0.00, 0.02, 0.00], [0.00, 0.00, 0.02], [0.00, -0.01, 0.00], [0.00, 0.00, 0.00], [0.01, 0.01, 0.00], [-0.01, 0.00, 0.01], [0.05, -0.01, -0.07], [0.01, 0.01, 0.02], [0.01, -0.02, 0.00], [0.01, 0.01, 0.00], [-0.01, -0.01, 0.01], [0.00, -0.02, 0.02], [-0.08, 0.03, -0.03], [0.00, 0.01, 0.00], [0.00, 0.00, 0.01], [0.00, 0.00, 0.00], [0.00, 0.00, 0.00], [0.00, 0.00, 0.00], [0.00, 0.00, 0.00], [0.01, 0.00, -0.01], [0.00, 0.00, 0.00], [0.00, -0.01, 0.00], [0.03, 0.01, 0.00], [0.01, 0.00, 0.01], [-0.01, 0.00, 0.01], [0.02, 0.01, -0.01], [0.04, 0.05, 0.07], [0.01, 0.01, 0.00], [-0.01, 0.01, -0.01], [0.00, 0.00, 0.00], [0.00, 0.00, 0.00], [-0.01, 0.00, 0.01], [0.00, 0.00, 0.00], [0.00, 0.00, 0.00], [0.00, 0.00, -0.01], [0.06, -0.05, 0.02], [0.00, 0.00, -0.01], [-0.01, 0.01, -0.01], [-0.06, -0.07, -0.06], [0.00, 0.01, 0.00], [0.00, 0.00, -0.01], [-0.01, 0.00, 0.01], [0.00, 0.00, 0.00], [0.01, 0.01, 0.01], [0.00, 0.00, 0.00], [0.00, 0.00, 0.00], [0.00, 0.00, 0.00], [0.00, 0.00, 0.01], [0.01, 0.00, -0.04], [0.00, -0.02, 0.00], [0.02, -0.01, -0.01], [0.00, -0.01, -0.02], [-0.01, 0.01, -0.01], [-0.01, 0.03, -0.05], [-0.01, 0.01, 0.05], [0.01, 0.01, -0.01], [-0.04, -0.05, -0.04], [-0.02, 0.03, 0.01], [0.02, 0.00, 0.01], [0.00, -0.02, -0.01], [-0.01, 0.00, -0.02], [0.00, 0.00, 0.01], [0.00, 0.00, 0.00], [-0.01, 0.00, 0.00], [0.00, 0.00, 0.00], [-0.01, -0.01, 0.00], [0.05, 0.00, 0.03], [-0.01, -0.03, 0.02], [-0.02, 0.01, -0.01], [0.00, 0.02, 0.01], [-0.02, -0.03, 0.00], [0.00, 0.02, 0.01], [0.00, -0.01, 0.01], [-0.01, 0.01, 0.00], [-0.01, 0.00, 0.02], [0.00, 0.01, -0.01], [0.00, 0.01, 0.00], [0.02, 0.04, 0.01], [0.01, -0.01, -0.01], [0.00, 0.00, 0.00], [0.00, 0.00, 0.00], [0.00, 0.00, 0.00], [0.00, 0.00, 0.00], [0.00, 0.00, 0.00], [0.00, 0.00, 0.00], [0.00, 0.00, 0.00], [0.00, 0.00, 0.00], [0.00, 0.00, 0.00], [0.00, 0.00, 0.00], [-0.01, 0.00, 0.00], [-0.02, -0.01, -0.01]], "lowdin_charge": [0.2844, -0.0169, -0.6836, -0.0261, -0.0673, 0.0714, -0.1465, 0.1207, -0.1471, 0.0624, -0.1807, 0.0237, -0.0325, -0.0316, -0.0995, 0.0605, -0.1675, 0.0098, -0.0370, -0.0287, -0.1035, 0.0653, 0.1208, 0.1234, 0.1207, 0.1158, 0.1105, 0.0894, 0.1199, 0.1185, 0.1075, 0.0182, -0.0948, -0.0834, -0.1258, -0.6214, -0.1028, -0.0791, 0.1031, 0.1073, 0.1012, 0.1008, 0.1050, -0.3417, 1.0381, -0.3488, -0.3600, 0.7413, 0.0238, 0.0152, -0.0042, 0.0244, -0.0105, 0.0189, 0.0206, 0.0143, 0.0124, 0.0172, -0.5799, 0.0247, -0.1460, -0.2400, 1.0270, -0.2750, -0.0937, -0.0559, -0.0751, -0.0848, -0.1101, -0.2695, -0.1106, -0.0925, -0.0939, -0.0850, -0.1070, -0.2577, -0.1039, -0.1014, -0.1081, -0.0813, -0.1008, 0.1234, 0.1200, 0.0682, 0.0684, 0.0853, 0.0886, 0.1050, 0.1012, 0.1008, 0.0899, 0.0998, 0.1002, 0.1025, 0.1041, 0.0981, 0.1019, 0.1037, 0.1115, 0.1031], "total_energy_ev": -241630.5239, "de_lowest_kcal_mol": 0.00, "orbital_gap_ev": 7.187, "homo_ev": -8.20}